1.
Density functional theory data (wB97M-V/def2-TZVPD) for a structure of composition C23H26N7ORuS4 at a distorted geometry.

Each line ends with the Löwdin spin population.
Positions of all 62 atoms, in Å:
Ru (-0.26578, -0.19735, 0.18867)  0.16
N (-0.52594, 3.21653, -2.67993)  0.00
C (-0.28280, 2.79194, -1.44004)  0.00
N (-0.22221, 1.47306, -1.43159)  0.00
C (-0.46709, 1.14307, -2.73058)  0.00
N (-0.64665, 2.17637, -3.52733)  0.00
C (-0.56710, -0.24222, -3.17847)  0.00
C (-0.83015, -0.56267, -4.50911)  0.00
N (-0.93736, -1.81638, -4.90935)  0.00
C (-0.81454, -2.75061, -3.96817)  0.00
C (-0.56836, -2.44027, -2.64191)  0.00
N (-0.41348, -1.17894, -2.23842)  0.02
H (-0.61759, 4.16183, -3.01311)  0.00
H (-0.14650, 3.43191, -0.58808)  0.00
H (-0.95574, 0.22118, -5.24226)  0.00
H (-0.91738, -3.78348, -4.27386)  0.00
H (-0.49982, -3.22131, -1.89742)  0.00
S (0.42508, -1.14806, 2.72249)  0.25
S (0.31981, 0.12202, 4.18652)  0.25
S (0.32578, 2.02454, 3.35960)  0.16
S (0.45387, 1.79764, 1.38006)  0.12
C (-2.22059, -0.15605, 0.75666)  0.00
C (-2.98789, -0.32455, -0.49532)  0.00
C (-3.31185, -1.59585, -0.98790)  0.00
C (-3.87409, -1.76537, -2.24190)  0.00
C (-4.15442, -0.66414, -3.03958)  0.00
C (-3.89931, 0.61029, -2.54544)  0.00
C (-3.33538, 0.77583, -1.29399)  0.00
H (-2.40214, -0.97553, 1.46185)  0.00
H (-2.40437, 0.81670, 1.22406)  0.00
H (-3.10807, -2.46500, -0.37138)  0.00
H (-4.10443, -2.76195, -2.59691)  0.00
H (-4.59054, -0.79491, -4.01942)  0.00
H (-4.14376, 1.47968, -3.14219)  0.00
H (-3.14816, 1.77374, -0.91256)  0.00
C (6.19334, -4.31420, -1.96954)  0.00
C (4.98399, -4.53827, -2.86336)  0.00
N (3.74808, -3.99530, -2.30589)  0.00
C (3.26222, -2.74366, -2.86124)  0.00
C (4.00818, -1.50914, -2.37324)  0.00
C (3.19737, -4.71422, -1.29663)  0.00
O (3.68210, -5.78065, -0.94332)  0.00
C (1.92374, -4.27727, -0.62868)  0.00
C (1.03056, -5.28245, -0.26978)  0.00
C (-0.14311, -4.94797, 0.37834)  0.00
C (-0.39434, -3.61272, 0.65281)  0.00
N (0.46017, -2.64551, 0.33366)  0.02
C (1.59887, -2.97536, -0.26960)  0.00
H (7.09712, -4.65837, -2.47133)  0.00
H (6.08782, -4.86667, -1.03772)  0.00
H (6.31977, -3.25747, -1.73654)  0.00
H (4.83880, -5.60598, -3.03716)  0.00
H (5.12958, -4.05822, -3.83326)  0.00
H (2.19139, -2.66533, -2.68099)  0.00
H (3.37497, -2.81334, -3.94804)  0.00
H (4.07572, -1.46695, -1.28673)  0.00
H (3.50238, -0.60858, -2.72074)  0.00
H (5.02759, -1.48918, -2.75872)  0.00
H (1.28386, -6.30949, -0.49508)  0.00
H (-0.85226, -5.70502, 0.67865)  0.00
H (-1.30271, -3.29620, 1.15323)  0.00
H (2.27985, -2.15351, -0.43950)  0.00

For the LUMO energy (alpha / beta), the calculation gives -0.52 / -0.84 eV. Its HOMO-LUMO gap (alpha / beta) is 0.2239 / 0.2113 hartree. The spin multiplicity is 2. The expectation value of S² is 1.248.

***

2.
Density functional theory data (wB97M-V/def2-TZVPD) for the ion C8H15N4 with charge +1 at a distorted geometry.

Each line ends with the Mulliken charge.
Positions of all 27 atoms, in Å:
C (-2.61558, -1.19890, 0.79629)  -1.39
C (-1.25213, -1.21801, 0.11063)  0.60
C (-1.35656, -1.02170, -1.45400)  -1.58
C (-0.35379, -0.15750, 0.73719)  0.02
N (-0.50931, 1.21980, 0.02601)  -0.20
C (0.55569, 2.23625, 0.31352)  -0.57
C (1.81814, 1.83539, -0.43792)  -0.46
N (2.07352, 0.43194, -0.12681)  1.04
N (3.25991, -0.11055, -0.18625)  -1.31
C (3.09594, -1.37172, 0.17273)  -0.29
N (1.84257, -1.65864, 0.52019)  -0.57
C (1.19828, -0.54378, 0.33556)  0.07
H (-3.34292, -2.00877, 0.38709)  0.36
H (-3.38508, -0.28747, 0.66561)  0.26
H (-2.58378, -1.37654, 1.91492)  0.37
H (-0.78282, -2.17542, 0.35643)  0.37
H (-1.95035, -0.06002, -1.49401)  0.56
H (-2.12314, -1.69087, -1.84790)  0.42
H (-0.39697, -1.07589, -2.12487)  0.26
H (-0.46016, -0.00180, 1.92064)  0.45
H (-1.40240, 1.68511, 0.29118)  0.42
H (-0.68670, 0.81134, -0.92011)  0.29
H (0.83814, 2.38193, 1.45190)  0.32
H (0.17520, 3.26478, 0.09915)  0.40
H (1.79485, 1.85288, -1.52301)  0.29
H (2.77277, 2.37332, -0.15154)  0.34
H (3.77670, -2.13516, 0.16741)  0.54

For the LUMO energy, the calculation gives -3.28 eV. The SMILES is CC(C)[C@@H]1[NH2+]CCn2ncnc21. Its HOMO-LUMO gap is 0.3665 hartree. Its total charge is +1. The spin multiplicity is 1.

***

3.
Density functional theory data (wB97M-V/def2-TZVPD) for the ion C4H7N2S with charge +1 at a distorted geometry.

Each line ends with the Mulliken charge.
Positions of all 14 atoms, in Å:
C (1.16404, -1.17759, -0.58383)  0.00
C (-0.91579, -0.04955, -0.37688)  0.85
C (1.81724, -0.98185, 0.72301)  -0.58
C (-2.18133, 0.56572, -0.12751)  -1.31
N (-0.16084, -0.91262, -0.74043)  -0.25
N (0.52058, 1.42760, 0.40913)  -0.57
S (1.83631, 0.65769, -0.07200)  0.29
H (1.67451, -1.63559, -1.47623)  0.45
H (1.01845, -1.01255, 1.59994)  0.31
H (2.86968, -1.30618, 0.84089)  0.35
H (-2.19320, 0.94791, 0.81301)  0.40
H (-3.12424, -0.09094, -0.20545)  0.35
H (-2.42382, 1.31711, -0.78229)  0.40
H (0.09840, 2.25084, -0.02136)  0.32

For the LUMO energy, the calculation gives -4.16 eV. Its HOMO-LUMO gap is 0.3605 hartree. Its total charge is +1. The spin multiplicity is 1.

***

4.
Density functional theory data (wB97M-V/def2-TZVPD) for the molecule C5H6N2S at a distorted geometry.

Each line ends with the Mulliken charge.
Positions of all 14 atoms, in Å:
C (-1.79917, 1.10523, 0.52519)  -0.35
C (-0.98973, 0.37152, 1.30699)  -0.89
C (-0.01325, -0.19574, 0.44862)  0.51
C (-0.36630, 0.10780, -0.82619)  -0.05
N (-1.52287, 0.86534, -0.85276)  -0.11
S (0.79572, -0.39601, -2.00702)  -0.22
C (1.92502, -0.87220, -0.50108)  -0.45
N (1.18542, -0.87173, 0.69052)  -0.34
H (-2.63958, 1.80632, 0.70527)  0.38
H (-1.15378, 0.36291, 2.35275)  0.39
H (-1.61344, 1.42765, -1.64329)  0.23
H (2.69894, -0.08402, -0.48007)  0.26
H (2.37882, -1.81424, -0.77967)  0.37
H (1.11422, -1.81284, 1.06073)  0.27

For the LUMO energy, the calculation gives 0.83 eV. The SMILES is c1cc2c([nH]1)SCN2. Its HOMO-LUMO gap is 0.2887 hartree. The spin multiplicity is 1.

***

5.
Density functional theory data (wB97M-V/def2-TZVPD) for a structure of composition S2 at a distorted geometry.

Each line ends with the Mulliken charge.
Positions of all 2 atoms, in Å:
S (0.16799, -0.74683, 1.18329)  0.00
S (-0.16799, 0.74683, -1.18329)  0.00

For the LUMO energy, the calculation gives -4.59 eV. Its HOMO-LUMO gap is 0.1981 hartree. The spin multiplicity is 1.

***

E_tot values (in Eh) by entry order: -3038.18315, -532.53999, -663.92332, -701.77972, -796.15269.
Energy above the lowest of the compared OMol25 structures with the same formula, charge and spin values (in kcal/mol) by entry order: 77.6, 33.3, 95.0, 37.2, 105.6.